# 1
Formula: C2H3NO2S2
Source: the Open Molecules 2025 dataset
Level of theory: the ωB97M-V functional and the def2-TZVPD basis

Bonds (Å) are listed after each position.
Positions of all 10 atoms, in Å:
1 C -2.1339 -1.7598 -0.1305  O4 1.173, O5 1.098
2 C -0.3384 0.6218 -0.3227  S7 1.691, H8 1.014, H9 1.128
3 N 2.0178 0.8695 0.3172  S6 1.689, S7 1.578, H10 1.000
4 O -1.7070 -1.0894 0.7320  C1 1.173
5 O -2.4201 -2.5041 -0.8857  C1 1.098
6 S 2.1598 0.1865 1.8550  N3 1.689
7 S 1.2131 0.3309 -0.9288  C2 1.691, N3 1.578
8 H -0.2167 1.1934 0.5059  C2 1.014
9 H -1.1713 0.5594 -1.0802  C2 1.128
10 H 2.5968 1.5917 -0.0624  N3 1.000

## Properties
HOMO energy (alpha / beta) ... -6.897 / -6.538 eV
E_tot ... -29373.868 eV
Molecular weight ... 137.2 g/mol
Relative energy (zero: lowest compared OMol25 entry of this formula, charge and spin) ... 4.110 eV
Multiplicity ... 1
Lowest unoccupied orbital energy (alpha / beta) ... -1.7284 / -1.8382 eV
Orbital gap (alpha / beta) ... 5.2 / 4.7 eV
Strongest force on any atom ... 0.15597 Eh/bohr

=====

# 2
Formula: C39H60BrClN16O3
Source: the Open Molecules 2025 dataset
Level of theory: the ωB97M-V functional and the def2-TZVPD basis

Bonds (Å) are listed after each position.
Positions of all 120 atoms, in Å:
1 O 4.1294 -0.6781 0.6585  C2 1.249
2 C 3.6138 0.2917 0.0632  O1 1.249, O3 1.408, O8 1.437
3 O 2.2199 0.4821 0.0156  C2 1.408, C4 1.458
4 C 1.7126 1.1916 1.1834  O3 1.458, C5 1.595, H13 1.152, H14 1.138
5 C 0.2534 1.8036 0.9839  C4 1.595, C6 1.597, H15 1.136, H16 1.152
6 C 0.0055 2.5145 -0.4249  C5 1.597, Cl7 1.839, H17 1.137, H18 1.152
7 Cl -0.1930 1.3462 -1.8314  C6 1.839
8 O 4.5282 1.1641 -0.6207  C2 1.437, C9 1.467
9 C 4.9370 2.1951 0.3399  O8 1.467, C10 1.603, H19 1.137, H20 1.151
10 C 4.3846 3.6145 -0.1607  C9 1.603, C11 1.600, H21 1.146, H22 1.144
11 C 3.5585 4.4474 0.9275  C10 1.600, Br12 1.987, H23 1.149, H24 1.148
12 Br 4.3092 4.3659 2.7651  C11 1.987
13 H 1.6498 0.4580 2.0694  C4 1.152
14 H 2.4378 2.0057 1.5088  C4 1.138
15 H -0.5159 0.9870 1.1621  C5 1.136
16 H 0.1011 2.6203 1.7818  C5 1.152
17 H 0.8015 3.2912 -0.6625  C6 1.137
18 H -1.0025 3.0644 -0.3348  C6 1.152
19 H 4.5678 1.8686 1.3640  C9 1.137
20 H 6.0834 2.2854 0.3852  C9 1.151
21 H 3.6914 3.4482 -1.0585  C10 1.146
22 H 5.2808 4.2488 -0.4838  C10 1.144
23 H 3.4955 5.5514 0.6151  C11 1.149
24 H 2.4727 4.0746 0.9176  C11 1.148
25 C -2.0231 2.7842 5.0354  C26 1.466, H28 1.092, H29 1.092, H30 1.092
26 C -0.7789 2.1881 4.5405  C25 1.466, N27 1.151
27 N 0.1986 1.7205 4.1519  C26 1.151
28 H -2.0511 2.8069 6.1269  C25 1.092
29 H -2.1443 3.8119 4.6866  C25 1.092
30 H -2.8986 2.2238 4.7013  C25 1.092
31 C -3.1334 -1.3301 3.9383  C32 1.464, H34 1.093, H35 1.092, H36 1.093
32 C -3.9682 -0.3425 4.6254  C31 1.464, N33 1.152
33 N -4.6251 0.4345 5.1660  C32 1.152
34 H -2.4432 -0.8564 3.2361  C31 1.093
35 H -2.5322 -1.9088 4.6430  C31 1.092
36 H -3.7376 -2.0408 3.3684  C31 1.093
37 C 6.9945 0.7403 -3.2030  C38 1.463, H40 1.093, H41 1.094, H42 1.093
38 C 6.9199 2.0859 -2.6324  C37 1.463, N39 1.151
39 N 6.8612 3.1429 -2.1798  C38 1.151
40 H 6.7025 0.7329 -4.2559  C37 1.093
41 H 8.0087 0.3334 -3.1440  C37 1.094
42 H 6.3339 0.0454 -2.6794  C37 1.093
43 C -5.7643 -0.4660 1.1641  C44 1.464, H46 1.093, H47 1.092, H48 1.092
44 C -4.5264 -1.0579 0.6528  C43 1.464, N45 1.151
45 N -3.5495 -1.5231 0.2596  C44 1.151
46 H -5.7808 -0.4508 2.2566  C43 1.093
47 H -5.8882 0.5645 0.8240  C43 1.092
48 H -6.6439 -1.0233 0.8353  C43 1.092
49 C -7.5750 3.0329 2.9557  C50 1.465, H52 1.092, H53 1.092, H54 1.092
50 C -8.1360 1.7270 2.6008  C49 1.465, N51 1.151
51 N -8.5748 0.7002 2.3222  C50 1.151
52 H -7.5334 3.1708 4.0383  C49 1.092
53 H -6.5582 3.1499 2.5742  C49 1.092
54 H -8.1723 3.8506 2.5459  C49 1.092
55 C 0.5086 -1.1026 -4.8372  C56 1.465, H58 1.093, H59 1.093, H60 1.092
56 C -0.0208 -1.1978 -6.1999  C55 1.465, N57 1.151
57 N -0.4366 -1.2725 -7.2703  C56 1.151
58 H 0.1508 -0.2042 -4.3276  C55 1.093
59 H 0.2116 -1.9600 -4.2285  C55 1.093
60 H 1.6004 -1.0646 -4.8313  C55 1.092
61 C -3.3244 -0.5721 -3.8513  C62 1.464, H64 1.092, H65 1.093, H66 1.092
62 C -4.1590 0.4204 -3.1711  C61 1.464, N63 1.152
63 N -4.8177 1.1992 -2.6363  C62 1.152
64 H -2.6362 -0.1038 -4.5589  C61 1.092
65 H -2.7197 -1.1441 -3.1426  C61 1.093
66 H -3.9285 -1.2875 -4.4137  C61 1.092
67 C -8.5940 -2.9290 3.8085  C68 1.465, H70 1.092, H71 1.093, H72 1.092
68 C -7.3560 -3.5211 3.2943  C67 1.465, N69 1.152
69 N -6.3828 -3.9872 2.8910  C68 1.152
70 H -8.6087 -2.9146 4.9006  C67 1.092
71 H -8.7170 -1.8977 3.4678  C67 1.093
72 H -9.4735 -3.4873 3.4797  C67 1.092
73 C 9.1260 4.7990 0.6649  C74 1.465, H76 1.092, H77 1.092, H78 1.092
74 C 8.1978 4.2499 1.6562  C73 1.465, N75 1.151
75 N 7.4665 3.8185 2.4332  C74 1.151
76 H 9.4523 4.0354 -0.0448  C73 1.092
77 H 8.6660 5.6038 0.0872  C73 1.092
78 H 10.0217 5.2083 1.1376  C73 1.092
79 C -7.5587 -0.0099 -5.1291  C80 1.464, H82 1.092, H83 1.092, H84 1.092
80 C -6.3188 -0.6076 -5.6289  C79 1.464, N81 1.151
81 N -5.3435 -1.0755 -6.0216  C80 1.151
82 H -7.5778 0.0191 -4.0374  C79 1.092
83 H -7.6807 1.0159 -5.4836  C79 1.092
84 H -8.4357 -0.5736 -5.4555  C79 1.092
85 C 10.8290 0.7536 -5.7172  C86 1.465, H88 1.092, H89 1.092, H90 1.092
86 C 10.4003 0.4467 -4.3508  C85 1.465, N87 1.151
87 N 10.0627 0.2055 -3.2775  C86 1.151
88 H 10.6791 -0.0974 -6.3852  C85 1.092
89 H 10.2711 1.5956 -6.1330  C85 1.092
90 H 11.8889 1.0147 -5.7558  C85 1.092
91 C -3.6046 4.7406 8.1916  C92 1.465, H94 1.092, H95 1.092, H96 1.093
92 C -4.1289 4.6526 6.8267  C91 1.465, N93 1.151
93 N -4.5421 4.5843 5.7542  C92 1.151
94 H -3.9628 5.6374 8.7018  C91 1.092
95 H -3.9075 3.8810 8.7937  C91 1.092
96 H -2.5127 4.7756 8.2006  C91 1.093
97 C 1.0926 -2.8625 1.0771  C98 1.464, H100 1.093, H101 1.092, H102 1.093
98 C 0.2525 -1.8814 1.7653  C97 1.464, N99 1.150
99 N -0.4040 -1.1072 2.3063  C98 1.150
100 H 1.7808 -2.3804 0.3786  C97 1.093
101 H 1.6958 -3.4391 1.7821  C97 1.092
102 H 0.4914 -3.5728 0.5047  C97 1.093
103 C 0.5764 -6.1783 -1.3381  C104 1.465, H106 1.093, H107 1.092, H108 1.092
104 C 0.6169 -5.0242 -2.2398  C103 1.465, N105 1.150
105 N 0.6486 -4.1176 -2.9472  C104 1.150
106 H 0.4559 -5.8709 -0.2967  C103 1.093
107 H -0.2537 -6.8458 -1.5775  C103 1.092
108 H 1.4937 -6.7680 -1.3977  C103 1.092
109 C 3.5115 -3.0662 -4.8753  C110 1.465, H112 1.093, H113 1.092, H114 1.092
110 C 4.2090 -1.8117 -5.1701  C109 1.465, N111 1.151
111 N 4.7554 -0.8257 -5.4016  C110 1.151
112 H 3.2387 -3.1353 -3.8196  C109 1.093
113 H 2.5906 -3.1596 -5.4555  C109 1.092
114 H 4.1321 -3.9344 -5.1084  C109 1.092
115 C -1.9536 -8.2223 0.8293  C116 1.465, H118 1.092, H119 1.093, H120 1.092
116 C -0.7094 -8.8185 0.3350  C115 1.465, N117 1.151
117 N 0.2677 -9.2856 -0.0535  C116 1.151
118 H -1.9782 -8.1927 1.9209  C115 1.092
119 H -2.0768 -7.1966 0.4735  C115 1.093
120 H -2.8279 -8.7878 0.4996  C115 1.092

## Properties
HOMO energy ... -9.454 eV
E_tot ... -153958.679 eV
Molecular weight ... 916.4 g/mol
Multiplicity ... 1
Lowest unoccupied orbital energy ... 0.2523 eV
Orbital gap ... 9.7 eV
Strongest force on any atom ... 0.08307 Eh/bohr

=====

# 3
Formula: C18H14BrNO5
Source: the Open Molecules 2025 dataset
Level of theory: the ωB97M-V functional and the def2-TZVPD basis

Bonds (Å) are listed after each position.
Positions of all 39 atoms, in Å:
1 O -0.3539 -0.1880 -2.5276  C2 1.201
2 C 0.4395 0.0795 -1.6669  O1 1.201, C3 1.526, O15 1.340
3 C 1.8198 0.6746 -1.9280  C2 1.526, N4 1.437, H26 1.094, H27 1.094
4 N 2.6685 0.7867 -0.7744  C3 1.437, C5 1.448, C14 1.384
5 C 2.4228 1.9264 0.0843  N4 1.448, C6 1.523, H28 1.093, H29 1.104
6 C 3.5521 2.1465 1.0817  C5 1.523, O7 1.199, O8 1.332
7 O 3.8694 3.2344 1.4741  C6 1.199
8 O 4.1608 1.0572 1.5483  C6 1.332, C9 1.385
9 C 3.8592 -0.1975 1.0451  O8 1.385, C10 1.383, C14 1.402
10 C 4.3697 -1.2856 1.7290  C9 1.383, C11 1.384, H30 1.078
11 C 4.1681 -2.5643 1.2390  C10 1.384, C12 1.384, H31 1.078
12 C 3.4641 -2.7367 0.0601  C11 1.384, C13 1.383, H32 1.080
13 C 2.9449 -1.6504 -0.6207  C12 1.383, C14 1.395, H33 1.078
14 C 3.1216 -0.3545 -0.1364  N4 1.384, C9 1.402, C13 1.395
15 O 0.2240 -0.1260 -0.3605  C2 1.340, C16 1.415
16 C -1.0938 -0.5094 -0.0171  O15 1.415, C17 1.532, H34 1.091, H35 1.096
17 C -2.0245 0.6964 -0.1821  C16 1.532, O18 1.207, C19 1.478
18 O -1.5693 1.7745 -0.4771  C17 1.207
19 C -3.4689 0.4614 0.0217  C17 1.478, C20 1.397, C25 1.396
20 C -4.3391 1.5117 -0.2811  C19 1.397, C21 1.379, H36 1.079
21 C -5.7023 1.3711 -0.1251  C20 1.379, C22 1.387, H37 1.079
22 C -6.2025 0.1662 0.3451  C21 1.387, Br23 1.898, C24 1.387
23 Br -8.0750 -0.0461 0.5688  C22 1.898
24 C -5.3580 -0.8893 0.6578  C22 1.387, C25 1.381, H38 1.079
25 C -3.9946 -0.7419 0.4941  C19 1.396, C24 1.381, H39 1.078
26 H 1.6577 1.6734 -2.3448  C3 1.094
27 H 2.3117 0.0778 -2.7021  C3 1.094
28 H 2.3345 2.8308 -0.5223  C5 1.093
29 H 1.4899 1.8153 0.6636  C5 1.104
30 H 4.9294 -1.1080 2.6331  C10 1.078
31 H 4.5650 -3.4145 1.7701  C11 1.078
32 H 3.3094 -3.7288 -0.3363  C12 1.080
33 H 2.3937 -1.8175 -1.5320  C13 1.078
34 H -1.0554 -0.8337 1.0243  C16 1.091
35 H -1.4296 -1.3257 -0.6663  C16 1.096
36 H -3.9203 2.4375 -0.6453  C20 1.079
37 H -6.3722 2.1825 -0.3635  C21 1.079
38 H -5.7681 -1.8175 1.0250  C24 1.079
39 H -3.3486 -1.5682 0.7443  C25 1.078

## Properties
HOMO energy ... -8.254 eV
E_tot ... -100663.663 eV
Molecular weight ... 404.2 g/mol
SMILES string ... O=C(CN1CC(=O)Oc2ccccc21)OCC(=O)c1ccc(Br)cc1
Relative energy (zero: lowest compared OMol25 entry of this formula, charge and spin) ... 0.005 eV
Multiplicity ... 1
Lowest unoccupied orbital energy ... -0.3651 eV
Orbital gap ... 7.9 eV
Strongest force on any atom ... 0.02152 Eh/bohr